# 1
120
Properties=species:S:1:pos:R:3:forces:R:3 method="wB97M-V/def2-TZVPD" charge=+1 gap_ev=7.782 mol_weight_g_mol=1108.56 lumo_ev=-3.926 homo_energy_ev=-11.7 total_energy_ev=-176518.136
C -0.280712 -2.317503 -0.223395 0.196 0.417 -0.449
C -0.547777 -0.969804 -0.896209 -0.382 -0.713 0.274
C -0.712230 0.085363 0.193745 -0.093 0.537 -1.110
C -0.566746 1.642902 -0.041630 0.615 -1.812 -0.252
C 0.949379 1.908974 0.042567 0.223 0.614 0.364
Cl 2.011649 0.658697 -0.482839 0.185 -0.322 0.093
C 1.551905 2.969596 0.576107 -0.648 -0.015 -0.023
C 0.960173 4.163289 1.204849 0.175 0.486 0.331
Cl 3.246960 3.125853 0.640815 0.695 -0.182 -0.109
N -1.342643 2.228765 1.132012 0.610 0.264 -0.234
S -1.020980 1.832214 2.738943 1.174 -0.381 3.659
C -1.996060 0.464877 3.328226 0.067 -0.213 -1.022
O 0.333725 1.473810 2.975047 0.715 -0.541 -1.609
O -1.399688 2.948149 3.560709 -1.119 0.983 -0.739
C -2.417777 3.036048 0.903214 -0.800 0.275 -0.507
N -2.538013 4.121588 1.590376 0.299 0.458 0.691
F -3.566410 4.942242 1.377290 -0.340 0.016 -0.069
N -3.369256 2.797483 -0.043733 1.604 -0.808 -0.556
B -4.544676 2.038761 0.502460 -0.509 0.910 -0.114
O -4.393163 0.927495 1.248782 0.641 0.051 0.497
O -5.774014 2.496599 0.252104 -0.383 0.398 0.189
C -2.747374 1.938542 -1.140485 -2.166 0.314 -0.039
B -3.726698 1.977364 -2.421901 0.044 -0.076 0.127
O -4.370236 3.089979 -2.794438 0.716 0.760 -0.178
O -3.938089 0.827755 -3.136510 0.051 -0.073 -0.135
C -1.273651 2.182977 -1.355463 1.289 0.479 1.449
C -0.903164 1.426515 -2.611335 0.602 -0.391 -0.899
O 0.504064 1.271872 -2.756293 -0.348 0.172 0.270
C 0.918718 1.140207 -4.030424 0.940 -0.113 0.129
F 2.164349 0.687454 -4.003789 0.079 -0.044 0.064
F 0.918735 2.291299 -4.692516 -0.332 0.164 -0.181
F 0.174043 0.260477 -4.706419 -0.360 -0.064 -0.178
P -0.832947 3.950956 -1.816724 -1.668 1.151 -2.706
N -1.528816 4.437849 -3.106430 -0.415 -0.930 0.156
O 0.732939 4.046505 -2.083120 0.320 -0.045 1.591
O -1.240407 5.015785 -0.673935 0.750 -0.823 0.678
H -0.664032 -2.330642 0.776595 -0.312 -0.244 0.506
H -0.715751 -3.097966 -0.818221 -0.324 -0.540 -0.093
H 0.774004 -2.508416 -0.202497 0.666 -0.084 0.242
H -1.467445 -1.095520 -1.445136 -0.512 0.187 -0.266
H 0.235414 -0.822203 -1.608297 0.319 0.491 -0.323
H -1.694425 -0.085916 0.586443 -0.476 -0.126 0.489
H 0.026401 -0.157400 0.930315 0.229 -0.001 0.746
H 1.386868 4.272973 2.185095 0.167 -0.045 0.615
H -0.097267 4.227186 1.297468 -0.546 -0.222 -0.159
H 1.295314 5.034366 0.670452 0.150 0.505 -0.368
H -2.724194 0.129033 2.618648 -0.484 -0.030 -0.255
H -2.413686 0.745503 4.271804 -0.306 0.496 0.411
H -1.313008 -0.343577 3.486467 0.543 -0.425 -0.028
H -1.893622 4.436601 2.309667 -0.178 -0.110 0.307
H -5.099383 0.933788 1.905226 -0.265 -0.526 0.040
H -5.747271 3.436675 0.045056 -0.282 0.106 -0.504
H -2.860407 0.914447 -0.807798 0.467 -0.589 0.152
H -4.472495 3.059626 -3.753116 -0.844 0.136 -0.126
H -4.342104 0.145488 -2.600112 0.175 -0.587 -0.075
H -1.378374 0.471163 -2.678320 -0.218 -0.639 0.378
H -1.245452 1.938958 -3.491842 -0.434 0.643 -0.229
H -2.162963 3.768230 -3.512365 -0.158 0.450 -0.395
H 0.935147 4.984842 -2.192140 0.442 0.034 -0.467
H -0.634418 5.760800 -0.697332 -0.012 0.423 0.234
O 1.801682 -3.480856 5.243861 -0.235 -0.123 0.013
S 2.755411 -2.904729 6.142386 0.330 0.224 -0.137
O 2.520204 -2.924429 7.549478 -0.158 -0.179 0.160
O 3.016149 -1.399790 5.686775 0.094 -0.035 -0.095
C 1.848845 -0.572740 5.548001 -0.494 0.494 0.107
C 1.285586 -0.139388 6.888575 -0.024 -0.209 0.117
C 4.354649 -3.534708 5.808202 0.121 -0.040 -0.081
H 1.095995 -1.091444 4.950591 0.101 -0.137 0.003
H 2.160316 0.305774 4.986944 0.260 -0.127 -0.094
H 0.895819 -0.987524 7.448036 -0.025 0.001 -0.004
H 0.473445 0.574087 6.741491 0.041 0.059 -0.069
H 2.060665 0.323724 7.497158 0.007 0.079 -0.026
H 4.538762 -3.485603 4.740102 0.006 0.018 -0.053
H 4.366869 -4.566512 6.151272 -0.052 -0.010 0.023
H 5.083386 -2.947296 6.356561 0.029 0.042 0.050
O -2.993536 -1.859897 1.425303 0.062 0.130 0.164
S -4.231939 -2.545899 1.672166 -0.710 -0.576 -0.665
O -4.771610 -2.604963 2.989793 0.198 0.384 0.381
O -4.160314 -3.990286 1.060447 0.315 -0.148 -0.034
C -3.063744 -4.860288 1.465354 0.432 -0.455 0.314
C -3.250864 -5.424156 2.858081 -0.204 0.265 0.098
C -5.481806 -1.965976 0.574762 0.014 0.025 -0.090
H -2.116774 -4.326879 1.375863 -0.107 0.185 -0.046
H -3.050979 -5.667007 0.738156 -0.209 0.122 -0.187
H -3.196618 -4.643858 3.615329 0.046 0.003 0.015
H -2.473641 -6.156218 3.070067 0.031 -0.033 -0.083
H -4.225006 -5.901893 2.950120 0.011 -0.085 -0.032
H -5.081906 -1.948283 -0.435555 0.001 -0.061 -0.017
H -5.763097 -0.970534 0.886156 -0.064 0.091 0.043
H -6.335552 -2.633068 0.645836 0.020 -0.060 0.008
O -2.049710 -3.769557 -8.356645 0.075 -0.244 0.128
S -1.577360 -2.749858 -9.238901 -0.276 0.374 -0.096
O -0.359076 -2.920527 -9.958807 0.206 -0.220 -0.078
O -1.516197 -1.379463 -8.433145 -0.116 0.144 0.095
C -0.762069 -1.366548 -7.203425 0.506 -0.030 0.322
C 0.734810 -1.348739 -7.451949 0.006 -0.144 -0.181
C -2.850165 -2.291774 -10.360048 -0.084 0.048 -0.017
H -1.047950 -2.213255 -6.576543 -0.107 -0.082 -0.163
H -1.057463 -0.460702 -6.681955 -0.233 0.085 -0.202
H 1.069848 -2.276653 -7.910575 -0.004 -0.025 0.007
H 1.272025 -1.221791 -6.513361 -0.042 0.038 0.047
H 1.000067 -0.536309 -8.127377 -0.001 0.064 0.039
H -3.768959 -2.130984 -9.804594 -0.010 -0.002 0.023
H -2.967975 -3.113949 -11.061252 0.038 -0.051 0.011
H -2.545734 -1.391365 -10.885128 0.037 0.009 -0.012
O 7.209191 -1.626697 1.432641 -0.251 -0.166 0.016
S 8.091304 -0.918339 2.305975 0.350 0.200 -0.109
O 7.983475 -1.074282 3.720782 -0.173 -0.210 0.215
O 8.024520 0.624002 1.952968 0.001 0.289 -0.054
C 6.731355 1.266275 1.929277 -0.516 0.218 0.029
C 6.165534 1.531531 3.311460 0.170 -0.264 0.145
C 9.758584 -1.184198 1.823421 0.077 -0.003 -0.070
H 6.037933 0.676964 1.326742 0.117 -0.141 -0.004
H 6.890847 2.209351 1.411463 0.233 -0.042 -0.071
H 5.925611 0.603259 3.828242 -0.018 -0.014 -0.018
H 5.252516 2.122768 3.234314 0.019 0.047 -0.087
H 6.888222 2.068658 3.924335 -0.012 0.077 -0.014
H 9.842837 -1.033358 0.751656 -0.010 0.009 -0.024
H 10.007423 -2.209727 2.084605 -0.048 -0.030 0.022
H 10.394197 -0.493069 2.368797 -0.007 0.015 0.034

---

# 2
92
Properties=species:S:1:pos:R:3:forces:R:3 method="wB97M-V/def2-TZVPD" gap_ev=8.600 mol_weight_g_mol=1105.86 lumo_ev=-0.610 homo_energy_ev=-9.2 total_energy_ev=-660750.785
C 0.398528 -3.342954 5.728075 0.263 -0.440 0.450
Br -0.885122 -1.882754 5.632165 0.475 -0.406 -0.243
Br 2.240088 -2.857764 5.280315 -0.720 -0.093 -0.255
Br -0.240432 -4.984454 4.822575 0.444 1.169 0.547
H 0.517698 -3.563094 6.788945 -0.463 -0.165 -0.346
C 1.954608 -5.357974 0.644895 0.184 -0.190 0.503
Br 3.250988 -4.921734 2.066565 -0.437 -0.338 -0.573
Br 0.272348 -5.986144 1.435445 0.639 0.417 -0.596
Br 2.595648 -6.675504 -0.626905 0.014 0.406 0.346
H 1.852298 -4.408834 0.118805 -0.463 -0.405 0.023
C -1.258232 -1.357794 1.710925 -0.194 -0.087 -0.954
Br -1.532172 0.467506 0.889195 0.411 -1.487 0.723
Br 0.497908 -2.150294 1.255955 -1.082 0.670 0.269
Br -2.751442 -2.544064 1.139925 1.002 0.556 0.422
H -1.288002 -1.294484 2.798675 -0.070 0.223 -0.288
C -0.815172 5.087426 3.539475 0.889 -0.498 -0.483
C -1.302772 3.637966 3.288065 -0.784 1.993 0.849
C -2.823622 3.680816 3.541555 -0.877 -2.410 -1.456
C -3.639132 2.356046 3.175545 0.181 0.006 0.971
C -3.225382 1.168376 4.040735 0.650 2.295 0.807
C -3.856722 -0.119514 3.766555 -0.016 -0.723 -0.213
H -1.197352 5.836466 2.845945 -0.316 -0.098 0.061
H 0.264058 5.067466 3.387885 0.212 0.302 0.139
H -0.998292 5.385926 4.571685 -0.134 0.078 -0.064
H -1.041622 3.348916 2.270055 -0.038 -0.329 0.116
H -0.737772 3.105616 4.053235 -0.263 -0.809 -0.315
H -3.276392 4.423396 2.884555 0.189 0.465 0.278
H -3.053342 3.889396 4.586455 0.121 0.257 -0.020
H -4.696942 2.492486 3.400295 -0.192 0.477 -0.012
H -3.644852 2.020166 2.138595 0.479 0.518 -0.290
H -2.142512 1.077566 3.955635 0.266 -0.169 0.168
H -3.451062 1.438646 5.072295 0.267 0.229 0.299
H -3.454772 -0.388824 2.789825 -0.691 -0.802 0.057
H -3.524522 -0.769874 4.575735 -0.065 -0.654 -0.389
H -4.945512 -0.086224 3.805615 -0.016 -0.020 -0.326
C 2.508508 0.872866 -6.502215 0.768 0.277 0.033
C 1.944968 -0.524664 -6.315745 0.256 0.743 -0.572
C 1.798928 -0.945694 -4.880985 -0.354 -0.107 -0.815
C 3.138258 -1.059374 -4.166775 -0.621 -0.757 1.471
C 2.975328 -1.104684 -2.628625 0.314 0.760 0.684
C 2.055408 -2.165124 -2.009165 0.506 -0.260 -1.267
H 3.500898 1.013886 -6.073985 0.252 -0.414 -0.024
H 1.957528 1.658576 -5.985325 -0.586 -0.050 -0.324
H 2.630308 1.075056 -7.566355 -0.255 0.352 0.016
H 0.980968 -0.540254 -6.824225 -0.147 -0.218 0.019
H 2.590628 -1.232764 -6.835205 0.055 -0.114 -0.132
H 1.233408 -1.873174 -4.970775 0.332 -0.480 0.700
H 1.067698 -0.276404 -4.427715 0.311 0.335 0.553
H 3.663118 -1.977474 -4.430815 -0.233 -0.347 -0.325
H 3.885798 -0.301234 -4.400215 -0.454 0.429 -0.114
H 3.984988 -1.197934 -2.228635 0.082 -0.156 0.221
H 2.611538 -0.152884 -2.241535 0.105 0.425 -0.255
H 1.006128 -1.879164 -2.082195 0.003 -0.131 -0.046
H 2.244908 -3.035734 -2.637045 -0.461 -0.571 0.217
H 2.290008 -2.428314 -0.977755 0.178 0.280 -0.028
C 1.554898 0.446006 3.797675 1.134 1.846 -0.208
C 2.262398 1.713556 3.160815 -1.191 -1.718 -0.558
C 2.183718 1.542886 1.614765 -0.375 0.362 0.196
C 2.333518 2.864116 0.894395 0.597 0.927 -0.541
C 2.503738 2.842436 -0.620005 -0.972 -1.218 -0.985
C 1.184208 2.377346 -1.323135 0.140 -0.032 0.285
H 1.699548 0.526056 4.875055 -0.032 -0.572 0.066
H 2.019238 -0.432184 3.349035 -0.314 -0.185 0.372
H 0.485838 0.515276 3.596685 -0.027 -0.263 -0.157
H 1.691058 2.583026 3.485925 0.083 0.243 -0.197
H 3.278278 1.817026 3.542115 0.074 -0.029 -0.185
H 1.211938 1.129736 1.344475 -0.270 0.034 0.292
H 2.847328 0.781516 1.204835 0.593 0.048 0.306
H 1.456068 3.483996 1.078565 -0.114 0.133 0.365
H 3.192408 3.399526 1.299035 0.078 0.113 0.246
H 2.840898 3.770506 -1.081655 -0.290 0.410 0.462
H 3.303078 2.161096 -0.911455 0.062 -0.388 0.136
H 1.265328 2.247726 -2.402355 0.200 0.168 -0.042
H 0.787388 1.435176 -0.945045 0.462 -0.335 0.160
H 0.341188 3.040536 -1.129235 0.157 0.539 -0.046
C -3.076422 0.732536 -2.636175 0.405 -0.304 0.292
C -2.693592 -0.604814 -3.277715 1.430 1.553 -0.614
C -2.156462 -1.625664 -2.303975 0.313 -0.198 0.081
O -1.286032 -2.579184 -2.961875 -0.477 0.924 -0.208
C -1.110682 -3.822154 -2.274215 -0.552 1.227 -0.639
N -3.774392 -1.100574 -4.062235 -0.982 -0.594 -0.148
H -3.926422 0.518506 -1.988255 0.190 0.465 0.487
H -3.332652 1.574806 -3.278855 -0.460 -0.577 -0.767
H -2.188432 1.165996 -2.176095 -0.104 -0.332 0.865
H -1.935842 -0.379874 -4.028265 1.065 0.077 0.421
H -3.028942 -2.069534 -1.824545 -0.076 -0.616 -0.053
H -1.626282 -1.117514 -1.498495 0.369 0.008 0.023
H -0.847652 -3.581664 -1.244135 -0.132 -0.580 0.259
H -0.310492 -4.367204 -2.774925 -0.001 0.094 0.076
H -2.060092 -4.335814 -2.425425 0.075 -0.565 0.716
H -3.815172 -0.418824 -4.806315 -0.615 -0.254 -0.498
H -3.402832 -1.951824 -4.458985 -0.358 -0.345 -0.477